1.
Entry from the Open Molecules 2025 dataset: a cluster of 3 separate species, C5H15IN3O2 in total at a distorted geometry (wB97M-V/def2-TZVPD).

For the max |F|, the calculation gives 0.044 hartree/bohr. Its charge is -1. The multiplicity is 1. The total energy is -22098.026 eV. The value obtained for the HOMO-LUMO gap is 0.289 Ha.

Last column: Mulliken charge in e.
Atoms and positions in Å:
I: -17.87490 15.26779 -24.61678  -0.749
C: -18.60920 20.44192 -25.24256  -1.539
C: -19.69814 19.41375 -25.28825  0.525
C: -19.69354 18.57758 -26.56314  -0.565
O: -20.88267 17.81671 -26.61273  -0.297
C: -20.77977 16.72932 -27.49249  -0.701
N: -19.68755 18.54747 -24.09717  -0.635
H: -17.60728 19.99398 -25.33812  0.270
H: -18.60304 21.03074 -24.33167  0.352
H: -18.60261 21.02725 -26.17281  0.403
H: -20.66726 19.93146 -25.26818  0.263
H: -18.82025 17.91101 -26.51639  0.266
H: -19.58250 19.16518 -27.48846  0.357
H: -21.54756 15.99555 -27.23857  0.233
H: -19.82370 16.20480 -27.43841  0.303
H: -20.98970 17.04832 -28.52213  0.272
H: -18.99534 17.80049 -24.23462  0.077
H: -20.55219 18.00989 -24.19519  0.341
C: -15.58373 18.45391 -22.68791  0.745
O: -14.88256 19.29663 -22.09191  -0.737
N: -16.82232 18.09365 -22.27013  -0.271
N: -15.14702 17.73754 -23.75319  -0.259
H: -17.20305 17.33166 -22.81909  -0.039
H: -17.30308 18.59911 -21.56064  0.177
H: -14.25199 17.86952 -24.17384  0.169
H: -15.74725 17.01151 -24.13562  0.039


2.
Entry from the Open Molecules 2025 dataset: a structure of composition C34H27N2O5PS2V at a distorted geometry (wB97M-V/def2-TZVPD).

For the max |F|, the calculation gives 0.059 hartree/bohr. Its charge is +1. The multiplicity is 3. The total energy is -105556.352 eV. Its expectation value of S² is 2.02. The value obtained for the HOMO-LUMO gap (alpha / beta) is 0.279 / 0.284 Ha.

Last column: Löwdin spin population.
Atoms and positions in Å:
V: -11.94026 -14.32670 -7.58016  1.922
O: -13.70965 -16.24519 -8.83951  0.015
S: -14.16431 -14.92860 -9.36109  0.006
O: -14.30209 -14.83819 -10.80811  0.002
O: -13.26894 -13.78142 -8.90649  0.010
C: -15.65313 -14.72647 -8.46477  0.000
C: -16.91730 -14.48382 -9.03682  0.000
C: -18.04282 -14.63997 -8.22398  0.000
C: -17.89498 -15.03359 -6.88554  0.000
C: -16.63181 -15.23279 -6.33324  -0.001
C: -15.48842 -15.07387 -7.13542  -0.003
P: -13.80986 -15.36960 -6.46195  -0.009
C: -13.88387 -14.30221 -5.02443  0.000
C: -14.45605 -13.01599 -5.19529  -0.002
C: -14.34755 -12.07587 -4.17773  0.000
C: -13.67407 -12.37516 -2.98204  -0.001
C: -13.12992 -13.63862 -2.81230  0.000
C: -13.21054 -14.61089 -3.82699  -0.002
C: -13.87048 -17.06259 -5.89494  0.000
C: -13.42800 -18.14134 -6.71098  0.000
C: -13.57401 -19.44973 -6.27173  0.000
C: -14.14331 -19.72900 -5.02510  0.000
C: -14.58052 -18.67380 -4.23014  0.000
C: -14.45500 -17.34210 -4.65236  -0.001
H: -17.00200 -14.17300 -10.07695  0.000
H: -19.03971 -14.47249 -8.62046  0.000
H: -18.76610 -15.18709 -6.25167  0.000
H: -16.49781 -15.48462 -5.28805  0.000
H: -14.95116 -12.75274 -6.12590  0.000
H: -14.76217 -11.08313 -4.34283  0.000
H: -13.56834 -11.60267 -2.21503  0.000
H: -12.59651 -13.88753 -1.89682  0.000
H: -12.72526 -15.57413 -3.70038  0.000
H: -12.93996 -17.97562 -7.67298  0.000
H: -13.23581 -20.25993 -6.92404  0.000
H: -14.25339 -20.75829 -4.68590  0.000
H: -15.00162 -18.86102 -3.24063  0.000
H: -14.80511 -16.54092 -4.00478  0.000
C: -6.16334 -9.31096 -5.02817  0.000
C: -7.23967 -10.32867 -5.30050  0.000
C: -6.89250 -11.65196 -5.64636  0.000
C: -7.86522 -12.61827 -5.82179  0.000
C: -9.21841 -12.25333 -5.65825  0.002
C: -9.59722 -10.94780 -5.34167  0.001
C: -8.59396 -9.98520 -5.17684  0.000
S: -10.48678 -13.47258 -5.56753  0.006
O: -10.54742 -13.99324 -4.22066  -0.004
O: -11.71988 -12.81574 -6.16115  0.024
N: -10.31310 -14.62745 -6.65239  -0.003
C: -9.64259 -15.85368 -6.81133  0.003
C: -8.68018 -16.40744 -6.00099  0.001
C: -8.13631 -17.63171 -6.43565  -0.002
C: -8.49505 -18.23459 -7.63814  0.001
C: -9.46186 -17.63192 -8.48866  0.000
C: -9.83872 -18.08718 -9.77018  0.015
C: -10.75133 -17.32331 -10.50252  -0.001
C: -11.31432 -16.18844 -9.96548  0.012
N: -11.03059 -15.75979 -8.69367  0.000
C: -10.07686 -16.45210 -8.01099  0.008
H: -5.18068 -9.78194 -5.10375  0.000
H: -6.26325 -8.85495 -4.03220  0.000
H: -6.20132 -8.46554 -5.72785  0.000
H: -5.83427 -11.90875 -5.76241  0.000
H: -7.55302 -13.62839 -6.08346  0.000
H: -10.64236 -10.67530 -5.22321  0.000
H: -8.87692 -8.95940 -4.92540  0.000
H: -8.38578 -15.93183 -5.06861  0.000
H: -7.40086 -18.13266 -5.81023  0.000
H: -8.00780 -19.15225 -7.94150  0.000
H: -9.39257 -18.99331 -10.15227  0.001
H: -11.05107 -17.61499 -11.50479  0.000
H: -11.99052 -15.55816 -10.53649  0.000


3.
Entry from the Open Molecules 2025 dataset: an isolated molecule of C3H5ClF2 at a distorted geometry (wB97M-V/def2-TZVPD).

For the max |F|, the calculation gives 0.086 hartree/bohr. As for the SMILES: FCC[C@@H](F)Cl. The multiplicity is 1. The total energy is -21148.634 eV. The value obtained for the HOMO-LUMO gap is 0.445 Ha.

Last column: Mulliken charge in e.
Atoms and positions in Å:
C: -0.05633 1.11826 0.81225  -0.176
C: -0.26348 -0.28602 0.18847  -0.710
C: 0.34735 -0.83435 -0.97284  0.279
H: -0.24186 2.01538 0.18984  0.288
H: 0.93690 1.13549 1.25670  0.224
H: 0.04340 -1.02749 1.00040  0.264
H: -1.34158 -0.34418 0.32442  0.352
H: 1.41168 -1.06061 -0.81547  0.204
F: -0.89048 1.04630 1.87609  -0.270
F: -0.27359 -1.95341 -1.47318  -0.254
Cl: 0.32798 0.19064 -2.38668  -0.201


Q: Among the records above, which one has the highest max |F|?
A: C3H5ClF2